w | # CH2Cl4Si

The molecule CH2Cl4Si (ωB97M-V/def2-TZVPD, the OMol25 dataset).

```
! wB97M-V def2-TZVPD RIJCOSX def2/J DEFGRID3
* xyz 0 1
Cl 1.694 -0.652 -1.361
C 0.997 0.448 -0.172
Si -0.688 -0.297 0.243
Cl -1.137 -2.298 -0.484
Cl -2.179 0.969 -0.622
Cl -1.222 -0.188 2.325
H 0.839 1.408 -0.632
H 1.696 0.609 0.702
*
```

HOMO level	-0.4070	Ha
structure (SMILES)	ClC[Si](Cl)(Cl)Cl
orbital gap	11.19	eV

Löwdin atomic charge list, values in e, 4 entries: 0.5077, -0.7580, -0.4186, 0.1863

=====

x | # CH2Cl4Si

The molecule CH2Cl4Si (ωB97M-V/def2-TZVPD, the OMol25 dataset).

```
! wB97M-V def2-TZVPD RIJCOSX def2/J DEFGRID3
* xyz 0 1
Cl -1.177 -1.942 -0.054
C -1.038 -0.157 0.019
Si 0.788 0.388 -0.154
Cl 1.676 -0.396 -1.748
Cl 1.874 -0.638 1.736
Cl 1.004 2.361 0.025
H -1.653 0.232 -0.790
H -1.474 0.150 0.966
*
```

HOMO level	-0.3990	Ha
structure (SMILES)	ClC[Si](Cl)(Cl)Cl
orbital gap	11.02	eV

Löwdin atomic charge list, values in e, 4 entries: 0.4863, -0.7486, -0.5364, 0.3679

=====

Relative energies in kJ/mol: w 0.0; x 16.4